# 1
{"formula": "C35H42F35INO5", "method": "ωB97M-V/def2-TZVPD", "lumo_ev": [0.37, 0.36], "total_charge": 0, "homo_ev": [-8.2695, -9.2361], "energy_ha": -5582.7987, "spin_multiplicity": 2, "s_squared": 0.754, "homo_lumo_gap_ev": [8.635, 9.597], "de_lowest_kj_mol": 0.0, "elements": ["C", "C", "I", "C", "C", "C", "C", "C", "F", "F", "F", "C", "C", "C", "C", "N", "O", "C", "C", "C", "C", "H", "H", "H", "H", "H", "H", "H", "H", "H", "H", "H", "H", "H", "H", "H", "H", "H", "H", "H", "H", "H", "H", "H", "H", "H", "H", "C", "C", "C", "F", "F", "F", "F", "O", "C", "C", "F", "F", "F", "F", "H", "H", "H", "H", "C", "C", "C", "F", "F", "F", "F", "O", "C", "C", "F", "F", "F", "F", "H", "H", "H", "H", "C", "C", "C", "F", "F", "F", "F", "O", "C", "C", "F", "F", "F", "F", "H", "H", "H", "H", "C", "C", "C", "F", "F", "F", "F", "O", "C", "C", "F", "F", "F", "F", "H", "H", "H", "H"], "coordinates": [[1.5006, -1.8668, 2.2038], [0.6929, -1.6054, 0.9242], [2.0958, -1.1787, -0.6908], [-0.2325, -0.4052, 1.0014], [-1.5875, -0.5790, 1.7726], [-1.4821, 0.3264, 3.0135], [-2.8017, 0.6053, 3.7429], [-2.7310, 0.3683, 5.2338], [-3.6716, 1.1123, 5.9008], [-1.5157, 0.6843, 5.7725], [-2.9713, -0.9437, 5.5588], [-2.6951, -0.0598, 0.8507], [-3.2292, -1.0841, -0.1493], [-4.3834, -0.4093, -0.9049], [-2.2303, -1.5352, -1.1935], [-3.8039, -2.1847, 0.6588], [-4.9260, -1.8902, 1.2030], [-2.8448, -2.9327, 1.5161], [-3.6766, -3.6776, 2.5709], [-2.1556, -4.0446, 0.7037], [-1.8618, -2.0116, 2.2807], [1.5800, -0.9601, 2.7879], [1.0459, -2.6740, 2.7686], [2.4867, -2.2135, 1.9410], [0.2173, -2.5165, 0.6033], [0.3554, 0.3942, 1.4359], [-0.4339, -0.0754, -0.0044], [-0.7605, -0.1423, 3.6737], [-1.0422, 1.2755, 2.7323], [-3.5510, -0.0968, 3.3973], [-3.1797, 1.6041, 3.5758], [-3.5654, 0.2690, 1.4066], [-2.3366, 0.8056, 0.3065], [-3.9397, 0.1814, -1.6972], [-5.0168, -1.1663, -1.3473], [-4.9470, 0.2530, -0.2673], [-2.7311, -2.1436, -1.9401], [-1.8391, -0.6640, -1.7016], [-1.3803, -2.0838, -0.8146], [-2.9952, -4.3414, 3.0927], [-4.0769, -3.0061, 3.3149], [-4.4521, -4.2711, 2.1083], [-1.9875, -4.9112, 1.3228], [-2.8412, -4.3445, -0.0816], [-1.2514, -3.7234, 0.2067], [-0.9476, -2.5685, 2.4247], [-2.2680, -1.9232, 3.2788], [1.4716, -2.0033, -7.2296], [1.9526, -0.8406, -6.3441], [2.8839, -1.1719, -5.1769], [2.2830, -1.9863, -4.2881], [3.2122, -0.0236, -4.5374], [0.8893, -0.1323, -5.9055], [2.6782, -0.0217, -7.1582], [0.1711, -2.5294, -7.0009], [-0.0811, -3.5433, -6.1095], [-1.0399, -3.0970, -4.9978], [-0.5248, -2.0703, -4.2974], [-1.2374, -4.1354, -4.1501], [1.0431, -4.0896, -5.6109], [-0.7283, -4.5183, -6.7909], [1.3954, -1.5685, -8.2244], [2.2210, -2.7919, -7.2982], [3.8034, -1.6430, -5.5352], [-1.9956, -2.7930, -5.4301], [8.7028, -3.3185, -4.9190], [7.1969, -3.2081, -5.2161], [6.7316, -3.3643, -6.6663], [7.2271, -2.3997, -7.4613], [5.3769, -3.2614, -6.6849], [6.7052, -2.0610, -4.7010], [6.6063, -4.2398, -4.5482], [9.4469, -2.1230, -4.7511], [10.0383, -1.4610, -5.8006], [9.4877, -0.0390, -5.9579], [8.1614, -0.0640, -6.1893], [10.0963, 0.5458, -7.0148], [9.9657, -2.1540, -6.9543], [11.3489, -1.3267, -5.4978], [8.7464, -3.7839, -3.9362], [9.1965, -4.0076, -5.6043], [7.0136, -4.3417, -7.0660], [9.6845, 0.5412, -5.0541], [1.3183, 2.6147, 6.0133], [2.2229, 2.7493, 4.7768], [3.7322, 2.5746, 4.9649], [4.2395, 3.5181, 5.7818], [4.3327, 2.6951, 3.7585], [1.9683, 3.9136, 4.1455], [1.8498, 1.7402, 3.9319], [0.8689, 3.8017, 6.6454], [1.5915, 4.4345, 7.6263], [1.9774, 5.8596, 7.2156], [2.7311, 5.8475, 6.1002], [2.6992, 6.4181, 8.2149], [2.6658, 3.7220, 8.0181], [0.7800, 4.5592, 8.7018], [0.4036, 2.1668, 5.6309], [1.7219, 1.9021, 6.7328], [3.9569, 1.5838, 5.3703], [1.0788, 6.4537, 7.0370], [-7.2008, 4.7476, 2.4226], [-7.9010, 3.4868, 1.8830], [-7.1702, 2.1486, 2.0198], [-6.0175, 2.1546, 1.3198], [-7.9564, 1.1682, 1.5251], [-8.2750, 3.6802, 0.6009], [-9.0379, 3.3481, 2.6237], [-6.5265, 5.5959, 1.5045], [-5.2081, 5.4222, 1.1599], [-5.0400, 5.1575, -0.3410], [-5.7012, 4.0454, -0.7104], [-3.7237, 4.9798, -0.6033], [-4.5976, 4.4774, 1.9038], [-4.5749, 6.5914, 1.4077], [-8.0159, 5.3686, 2.7890], [-6.5790, 4.5204, 3.2885], [-6.9584, 1.9273, 3.0700], [-5.4164, 6.0069, -0.9148]], "lowdin_charge": [-0.15, -0.74, 0.87, -0.23, -0.36, -0.12, -0.06, -0.54, 0.10, 0.10, 0.11, -0.07, -0.46, -0.02, -0.02, -0.11, -0.01, -0.43, -0.04, -0.01, -0.03, 0.07, 0.07, 0.03, 0.03, 0.10, 0.06, 0.12, 0.12, 0.12, 0.13, 0.10, 0.14, 0.09, 0.09, 0.07, 0.10, 0.09, 0.05, 0.09, 0.08, 0.09, 0.08, 0.10, 0.05, 0.10, 0.10, -0.03, -0.44, -0.30, 0.06, 0.09, 0.13, 0.11, 0.05, -0.54, -0.29, 0.10, 0.09, 0.15, 0.14, 0.15, 0.14, 0.16, 0.18, -0.04, -0.44, -0.30, 0.10, 0.08, 0.13, 0.10, 0.05, -0.54, -0.29, 0.10, 0.10, 0.15, 0.14, 0.15, 0.15, 0.17, 0.18, -0.04, -0.44, -0.31, 0.10, 0.10, 0.14, 0.09, 0.05, -0.54, -0.29, 0.10, 0.10, 0.15, 0.14, 0.13, 0.15, 0.17, 0.18, -0.04, -0.44, -0.31, 0.09, 0.10, 0.14, 0.10, 0.05, -0.54, -0.29, 0.10, 0.10, 0.14, 0.14, 0.15, 0.15, 0.17, 0.18]}

# 2
{"formula": "C3H6FHfO", "method": "ωB97M-V/def2-TZVPD", "lumo_ev": -19.01, "total_charge": 3, "homo_ev": -23.9548, "energy_ha": -339.4742, "homo_lumo_gap_ev": 4.942, "de_lowest_kj_mol": 151.3, "elements": ["Hf", "F", "C", "C", "O", "C", "H", "H", "H", "H", "H", "H"], "coordinates": [[-2.4419, -1.1767, 2.4565], [-3.4634, 0.0372, 1.0112], [1.5650, 0.2281, 0.5148], [0.1249, 0.1571, 0.0888], [-0.8071, 0.1967, 0.9166], [-0.1603, -0.0216, -1.3810], [1.6651, 0.1983, 1.5987], [1.9834, 1.1145, 0.0272], [2.1073, -0.6575, 0.1664], [0.4793, -0.8123, -1.7836], [0.1472, 0.8789, -1.9315], [-1.1996, -0.1429, -1.6843]], "lowdin_charge": [2.58, -0.30, 0.08, -0.30, 0.03, 0.09, 0.11, 0.15, 0.14, 0.14, 0.16, 0.12]}

# 3
{"formula": "C23H30N2O2", "method": "ωB97M-V/def2-TZVPD", "lumo_ev": 0.74, "total_charge": 0, "homo_ev": -7.8513, "energy_ha": -1154.4140, "homo_lumo_gap_ev": 8.595, "de_lowest_kj_mol": 180.0, "elements": ["C", "C", "O", "C", "C", "C", "C", "C", "C", "O", "H", "H", "H", "C", "N", "C", "C", "C", "H", "H", "C", "N", "C", "C", "C", "C", "C", "C", "C", "C", "C", "H", "H", "H", "H", "H", "H", "H", "H", "H", "H", "C", "H", "H", "H", "H", "H", "H", "H", "H", "H", "H", "H", "H", "H", "H", "H"], "coordinates": [[2.3894, 1.8140, 6.6681], [2.2122, 1.2238, 5.2779], [3.0310, 0.0764, 5.1902], [3.0285, -0.6410, 4.0165], [2.2996, -0.3355, 2.8845], [2.3774, -1.1459, 1.7541], [3.1941, -2.2618, 1.7722], [3.9369, -2.5736, 2.9003], [3.8623, -1.7739, 4.0250], [4.5870, -2.0801, 5.1347], [4.3953, -1.4064, 5.8018], [4.5783, -3.4397, 2.9251], [3.2591, -2.8986, 0.9024], [1.5652, -0.7786, 0.5401], [0.1917, -0.4861, 0.9173], [-0.5349, -1.6391, 1.4171], [-0.9868, -2.6106, 0.3198], [-1.8122, -1.8659, -0.7266], [-2.0923, -2.5285, -1.5471], [-2.7292, -1.4997, -0.2607], [-0.9989, -0.6893, -1.2765], [-1.7105, -0.0171, -2.3509], [-0.8470, 0.7065, -3.2589], [-1.6046, 1.3229, -4.4042], [-0.9032, 1.7972, -5.5064], [-1.5635, 2.3936, -6.5635], [-2.9421, 2.5234, -6.5274], [-3.6451, 2.0568, -5.4332], [-2.9885, 1.4562, -4.3662], [-3.7549, 0.9387, -3.1844], [-2.8393, 0.8067, -1.9703], [-3.3817, 0.3303, -1.1534], [-2.5245, 1.8121, -1.6382], [-4.5952, 1.5987, -2.9584], [-4.1565, -0.0488, -3.4288], [-4.7209, 2.1582, -5.3991], [-3.4656, 2.9888, -7.3495], [-1.0054, 2.7562, -7.4141], [0.1730, 1.6955, -5.5309], [-0.1027, 0.0087, -3.6564], [-0.2947, 1.5210, -2.7463], [-0.5771, 0.2116, -0.0940], [0.0125, 1.0598, -0.4526], [-1.4735, 0.6038, 0.3978], [-0.0891, -1.0999, -1.7316], [-0.1129, -3.0636, -0.1527], [-1.5761, -3.4132, 0.7665], [0.1009, -2.1524, 2.1418], [-1.4177, -1.2599, 1.9435], [1.9808, 0.1343, 0.0989], [1.6546, -1.5799, -0.2104], [1.6450, 0.5199, 2.8498], [2.5092, 1.9542, 4.5130], [1.1624, 0.9476, 5.1104], [3.4297, 2.0841, 6.8292], [2.0987, 1.0871, 7.4219], [1.7717, 2.7010, 6.7728]], "nbo_charge": [-0.62, -0.06, -0.54, 0.30, -0.30, -0.04, -0.21, -0.26, 0.24, -0.67, 0.49, 0.22, 0.21, -0.24, -0.45, -0.22, -0.42, -0.41, 0.22, 0.19, -0.05, -0.45, -0.23, -0.03, -0.19, -0.22, -0.21, -0.20, -0.01, -0.41, -0.22, 0.20, 0.17, 0.21, 0.22, 0.21, 0.21, 0.21, 0.21, 0.21, 0.17, -0.23, 0.20, 0.19, 0.19, 0.19, 0.21, 0.21, 0.19, 0.21, 0.17, 0.23, 0.17, 0.18, 0.21, 0.21, 0.22]}

# 4
{"formula": "C31H54ClNO4P2PtSi2", "method": "ωB97M-V/def2-TZVPD", "lumo_ev": [-0.93, -3.32], "total_charge": 0, "homo_ev": [-4.6289, -8.3846], "energy_ha": -3410.3296, "spin_multiplicity": 5, "s_squared": 6.079, "homo_lumo_gap_ev": [3.702, 5.063], "de_lowest_kj_mol": 116.5, "elements": ["Pt", "C", "C", "C", "Si", "C", "C", "Si", "H", "H", "H", "Cl", "C", "C", "C", "C", "H", "H", "H", "H", "H", "H", "H", "H", "H", "H", "H", "H", "C", "C", "P", "H", "H", "P", "H", "H", "C", "C", "C", "C", "C", "H", "C", "H", "H", "H", "H", "H", "H", "H", "C", "C", "H", "H", "H", "H", "H", "H", "H", "C", "C", "H", "H", "H", "H", "H", "H", "C", "C", "H", "H", "H", "H", "H", "H", "H", "C", "H", "H", "H", "O", "C", "O", "C", "C", "C", "C", "C", "C", "N", "O", "O", "H", "H", "H", "H"], "coordinates": [[-0.8290, 0.0064, 0.0846], [2.0102, -0.1705, -1.8274], [1.2155, -1.3254, -1.7403], [-0.1731, -0.9046, -1.9175], [1.9264, -2.9098, -1.0711], [-0.1705, 0.5455, -2.0436], [1.2204, 0.9844, -1.9415], [1.9468, 2.6525, -1.5478], [3.1013, -0.1723, -1.8208], [-0.9916, -1.5401, -2.2457], [-0.9883, 1.1164, -2.4765], [-2.4154, 0.1636, 1.6088], [3.7952, 2.5882, -1.3168], [1.5123, 3.8637, -2.8986], [3.7762, -2.8259, -0.8552], [1.4829, -4.3286, -2.1991], [2.0926, 3.5782, -3.7883], [1.8057, 4.8820, -2.6077], [0.4501, 3.8602, -3.1687], [4.0611, 1.8399, -0.5544], [4.1579, 3.5749, -0.9957], [4.2859, 2.3225, -2.2622], [1.9972, -4.1563, -3.1562], [0.4097, -4.4210, -2.4003], [1.8500, -5.2741, -1.7759], [4.2665, -2.7186, -1.8319], [4.1320, -3.7517, -0.3815], [4.0530, -1.9679, -0.2237], [1.1692, 3.0155, 0.1408], [1.1420, -2.9768, 0.6525], [-0.5620, 2.4695, 0.3719], [1.2939, 4.0832, 0.3727], [1.7526, 2.4396, 0.8817], [-0.5844, -2.3778, 0.7874], [1.7344, -2.3013, 1.2952], [1.2516, -3.9952, 1.0526], [-0.9872, -2.8268, 2.5637], [-1.4918, -3.6400, -0.2833], [-1.4649, 3.5302, -0.9015], [-0.9575, 3.2184, 2.0452], [-0.4562, 2.3271, 3.1831], [-2.0590, 3.2379, 2.0577], [-0.4101, 4.6220, 2.3055], [0.6828, 4.6029, 2.4024], [-0.8143, 4.9669, 3.2666], [-0.6826, 5.3664, 1.5560], [-0.9638, 1.3594, 3.1759], [-0.6541, 2.8128, 4.1477], [0.6231, 2.1497, 3.0974], [-1.0654, 3.1370, -1.8487], [-1.1762, 5.0353, -0.8465], [-2.9808, 3.3063, -0.8854], [-0.1155, 5.2945, -0.7611], [-1.7332, 5.5094, -0.0286], [-1.5432, 5.4881, -1.7792], [-3.2625, 2.5119, -1.5822], [-3.4915, 4.2192, -1.2224], [-3.3567, 3.0541, 0.1152], [-1.0840, -3.4260, -1.2830], [-3.0048, -3.4040, -0.3167], [-1.2194, -5.1133, 0.0437], [-0.1600, -5.3679, 0.1556], [-1.6102, -5.7244, -0.7831], [-1.7648, -5.4200, 0.9450], [-3.2739, -2.7196, -1.1257], [-3.3858, -3.0033, 0.6323], [-3.5200, -4.3536, -0.5183], [-0.5171, -1.7337, 3.5267], [-0.4152, -4.1521, 3.0696], [-2.0879, -2.8672, 2.5702], [0.6767, -4.0956, 3.1625], [-0.6714, -5.0217, 2.4628], [-0.8179, -4.3283, 4.0758], [0.5304, -1.4671, 3.3373], [-0.6079, -2.0821, 4.5639], [-1.1197, -0.8297, 3.4112], [-2.9501, -0.1085, -1.1635], [-2.7751, -0.2379, -2.2357], [-3.4582, -0.9490, -0.6911], [-3.4217, 0.8380, -0.9008], [1.3722, 0.1616, 1.7958], [2.6523, 0.0962, 1.7291], [3.3634, 0.0433, 0.6933], [3.3636, 0.0694, 3.0601], [4.7658, -0.1130, 3.0974], [5.4469, -0.1743, 4.3057], [4.7336, -0.0465, 5.5159], [3.3358, 0.1500, 5.5014], [2.6665, 0.2047, 4.2845], [5.4203, -0.1322, 6.7591], [6.6597, -0.3154, 6.7513], [4.7602, -0.0231, 7.8209], [5.3119, -0.2067, 2.1585], [6.5244, -0.3228, 4.3390], [2.8052, 0.2503, 6.4440], [1.5864, 0.3522, 4.2789]], "lowdin_charge": [0.69, -0.12, -0.23, -0.25, 0.52, -0.25, -0.23, 0.52, 0.10, 0.09, 0.09, 0.16, -0.16, -0.17, -0.16, -0.17, 0.04, 0.04, 0.02, 0.02, 0.05, 0.04, 0.04, 0.02, 0.04, 0.04, 0.05, 0.02, -0.37, -0.36, 0.95, 0.05, 0.05, 0.95, 0.05, 0.05, -0.52, -0.51, -0.51, -0.52, -0.14, 0.10, -0.11, 0.08, 0.09, 0.05, -0.01, 0.09, 0.06, 0.06, -0.12, -0.11, 0.06, 0.07, 0.09, 0.05, 0.08, 0.07, 0.06, -0.11, -0.12, 0.07, 0.09, 0.08, 0.05, 0.07, 0.08, -0.14, -0.11, 0.10, 0.09, 0.05, 0.09, 0.06, 0.09, -0.01, -0.13, 0.02, -0.05, -0.05, -0.12, -0.55, 0.18, -0.15, -0.05, -0.01, -0.18, 0.00, -0.04, -0.38, -0.03, -0.03, 0.10, 0.11, 0.11, 0.09]}

# 5
{"formula": "C5H8O2", "method": "ωB97M-V/def2-TZVPD", "lumo_ev": -0.42, "total_charge": 0, "homo_ev": -9.8579, "energy_ha": -345.7761, "homo_lumo_gap_ev": 9.439, "de_lowest_kj_mol": 75.8, "elements": ["C", "C", "C", "C", "O", "C", "O", "H", "H", "H", "H", "H", "H", "H", "H"], "coordinates": [[-2.2459, 0.0510, -0.6658], [-1.0449, -0.4264, 0.1437], [0.2726, 0.2577, -0.2109], [1.3973, -0.2676, 0.6465], [1.2674, -1.1310, 1.4875], [2.8050, 0.3106, 0.4760], [3.0613, 1.2667, -0.2106], [-2.4283, 1.1230, -0.5278], [-3.1481, -0.4819, -0.3464], [-2.1139, -0.1331, -1.7381], [-0.9173, -1.5075, 0.0168], [-1.2343, -0.2758, 1.2125], [0.5453, 0.1038, -1.2657], [0.2228, 1.3493, -0.0910], [3.5611, -0.2387, 1.0733]], "nbo_charge": [-0.60, -0.39, -0.51, 0.49, -0.50, 0.35, -0.47, 0.20, 0.21, 0.20, 0.21, 0.21, 0.24, 0.24, 0.13]}